Arrangement A

Computed, not measured: a 2-piece molecular cluster, C4H5Cl overall, with ωB97M-V with the def2-TZVPD basis set.

XYZ file:
```
10
Properties=species:S:1:pos:R:3
C -0.449 0.619 -2.159
C -0.193 -0.011 -1.171
C 0.509 0.384 1.186
C 0.315 -0.497 0.027
Cl -1.928 -1.853 0.625
H -0.976 0.928 -2.928
H 0.896 -0.163 2.070
H -0.390 0.937 1.525
H 1.361 1.245 0.884
H 0.853 -1.589 -0.059
```

HOMO-LUMO gap (spin up / spin down): 7.24 / 7.20 eV

Atom charges from the Löwdin analysis, given in e for atoms 1 to 2:
1 C 0.2062
2 C -0.1938

Arrangement B

Computed, not measured: one molecule with the formula C4H5Cl, with ωB97M-V with the def2-TZVPD basis set.

XYZ file:
```
10
Properties=species:S:1:pos:R:3
C -0.317 1.623 0.243
C 0.640 0.679 0.336
C 0.553 -0.736 -0.020
C -0.558 -1.387 -0.403
Cl -0.453 -3.029 -0.982
H -0.145 2.682 0.622
H -1.268 1.438 -0.227
H 1.617 1.014 0.740
H 1.497 -1.307 0.027
H -1.564 -0.977 -0.337
```

SMILES string: C=C/C=C/Cl
HOMO-LUMO gap: 9.25 eV

Atom charges from the Löwdin analysis, given in e for atoms 1 to 2:
1 C -0.0006
2 C -0.1997

Most stable to least stable, the ends of the list are arrangement B and arrangement A.

Arrangement A

Computed, not measured: C18H20BrN4OOsS2 as an isolated structure, with ωB97M-V with the def2-TZVPD basis set.

XYZ file:
```
47
Properties=species:S:1:pos:R:3
Os 0.305 -0.958 -0.022
C 3.233 -1.442 4.212
S 4.019 -0.500 2.890
C 2.905 -0.684 1.587
S 1.500 -1.768 1.696
N 3.182 -0.083 0.478
N 2.205 -0.275 -0.468
C 2.430 0.199 -1.643
C 1.353 0.006 -2.587
C 1.411 0.347 -3.932
C 0.321 0.078 -4.735
C -0.796 -0.536 -4.177
C -0.794 -0.862 -2.838
N 0.260 -0.584 -2.053
H 3.876 -1.291 5.078
H 3.197 -2.503 3.979
H 2.242 -1.055 4.437
H 3.365 0.690 -1.875
H 2.305 0.811 -4.324
H 0.336 0.341 -5.783
H -1.673 -0.749 -4.771
H -1.641 -1.313 -2.340
Br -0.338 5.691 1.327
C -0.145 3.843 0.981
C 0.494 3.032 1.902
C 0.631 1.675 1.640
C 0.143 1.092 0.469
C -0.503 1.946 -0.430
C -0.652 3.305 -0.189
H 0.879 3.451 2.822
H 1.114 1.074 2.402
H -0.928 1.555 -1.350
H -1.160 3.939 -0.903
N 0.050 -4.105 -0.856
C 0.151 -2.991 -0.577
H -0.036 -5.080 -1.064
C -2.835 -1.401 1.965
C -2.467 -0.370 0.910
C -3.676 0.153 0.163
O -1.598 -1.013 -0.037
H -3.498 -0.960 2.709
H -1.939 -1.761 2.476
H -3.345 -2.249 1.506
H -1.930 0.454 1.387
H -4.201 -0.669 -0.327
H -3.385 0.887 -0.589
H -4.366 0.636 0.855
```

Net charge: +1
HOMO-LUMO gap (spin up / spin down): 6.19 / 6.19 eV

Atom charges from the Löwdin analysis, given in e for atoms 1 to 2:
1 Os 1.2677
2 C -0.4045

Arrangement B

Computed, not measured: C18H20BrN4OOsS2 as an isolated structure, with ωB97M-V with the def2-TZVPD basis set.

XYZ file:
```
47
Properties=species:S:1:pos:R:3
Os -0.277 0.018 0.391
C -4.635 2.026 -1.545
S -4.904 0.613 -0.453
C -3.304 0.081 -0.087
S -1.894 0.880 -0.855
N -3.203 -0.938 0.704
N -1.892 -1.323 0.829
C -1.614 -2.566 0.934
C -0.209 -2.886 0.717
C 0.307 -4.158 0.851
C 1.625 -4.398 0.483
C 2.385 -3.361 -0.031
C 1.822 -2.103 -0.135
N 0.557 -1.855 0.242
H -5.637 2.390 -1.766
H -4.153 1.731 -2.473
H -4.076 2.812 -1.045
H -2.376 -3.332 1.022
H -0.323 -4.950 1.231
H 2.047 -5.389 0.588
H 3.407 -3.508 -0.346
H 2.386 -1.262 -0.512
Br 7.043 0.220 1.226
C 5.255 0.593 0.752
C 4.290 0.685 1.745
C 2.973 0.928 1.389
C 2.617 1.108 0.052
C 3.605 1.034 -0.927
C 4.924 0.770 -0.583
H 4.570 0.568 2.783
H 2.212 0.997 2.158
H 3.339 1.168 -1.969
H 5.688 0.703 -1.345
N 0.785 2.241 -1.084
C 1.186 1.301 -0.324
H 1.544 2.867 -1.371
C -1.751 1.951 3.432
C -1.071 0.626 3.156
C -0.204 0.135 4.296
O -0.191 0.830 2.018
H -2.439 1.845 4.270
H -2.317 2.284 2.561
H -1.012 2.713 3.678
H -1.816 -0.127 2.892
H 0.578 0.863 4.516
H 0.265 -0.818 4.048
H -0.809 -0.002 5.192
```

Net charge: +1
HOMO-LUMO gap (spin up / spin down): 6.23 / 6.23 eV

Atom charges from the Löwdin analysis, given in e for atoms 1 to 2:
1 Os 1.3149
2 C -0.4072

Most stable to least stable, the ends of the list are arrangement A and arrangement B.